DFT (ωB97M-V with the def2-TZVPD basis set) results for a molecular structure, C32H49BCl2N4O3PdS.

XYZ file:
```
93
Properties=species:S:1:pos:R:3:forces:R:3:lowdin_charge:R:1
Pd -0.266085 -1.151598 0.003810 0.0 -0.1 0.5 0.868
Cl 0.684242 -1.137043 5.040645 0.0 0.0 0.0 0.614
C 0.816400 -2.459053 3.863745 0.0 0.0 0.1 -0.996
Cl -0.018910 -3.904308 4.455761 0.0 0.0 0.0 0.600
C 0.352646 -2.041126 2.454236 0.0 0.1 -0.1 -0.818
O 0.567011 -0.848075 2.139526 0.0 -0.1 -0.2 -0.104
O -0.114705 -2.921961 1.703251 0.1 -0.1 0.1 -0.112
H 1.874136 -2.707132 3.806143 0.0 0.0 0.0 0.061
O 1.647825 -2.494064 -0.877874 0.1 0.1 0.1 -0.558
S 2.713522 -2.621470 0.184131 -0.1 0.1 -0.1 0.941
C 2.684001 -4.361598 0.669118 0.0 -0.1 0.0 -0.318
C 3.337632 -5.100426 -0.489092 0.0 0.1 0.0 -0.234
C 4.634745 -4.333487 -0.740681 -0.1 0.0 0.0 -0.226
C 4.266068 -2.844941 -0.747688 0.1 -0.1 0.1 -0.301
H 1.640858 -4.601453 0.867479 0.0 0.0 0.0 0.088
H 3.265845 -4.453174 1.590858 0.0 0.0 0.0 0.101
H 2.684519 -5.033391 -1.361421 0.0 0.0 0.0 0.115
H 3.506291 -6.153954 -0.266870 0.0 0.0 0.0 0.114
H 5.114232 -4.624369 -1.675321 0.0 0.0 0.0 0.112
H 5.339365 -4.534931 0.069195 0.0 0.0 0.0 0.110
H 4.011110 -2.468401 -1.738073 0.0 0.0 0.0 0.088
H 5.027805 -2.197919 -0.315413 0.0 0.0 0.0 0.081
N -2.293457 -3.091830 -0.560670 0.0 -0.1 -0.1 -0.011
N -2.211876 -1.665247 -0.582882 -0.1 0.4 -0.2 -0.110
H -3.244746 -3.377290 -0.356316 0.0 0.0 0.1 0.078
H -1.686906 -3.411429 0.190119 0.0 0.0 0.0 0.043
H -2.832337 -1.212825 0.084948 -0.1 -0.1 0.0 0.073
H -2.451230 -1.323272 -1.505924 0.0 -0.1 0.0 0.084
C -2.661471 1.598375 3.667973 0.0 0.0 0.0 -0.043
C -2.439184 0.532930 2.590275 0.0 0.0 0.0 -0.361
C -2.582588 -0.869162 3.183724 0.0 0.0 0.0 -0.054
C -3.386783 0.772219 1.428051 0.0 0.1 0.1 -0.145
C -4.739149 0.470243 1.570057 0.0 0.0 0.0 -0.036
C -5.648618 0.740064 0.561092 0.0 0.0 0.0 -0.064
C -5.212525 1.327654 -0.613062 0.0 0.0 0.0 -0.036
C -3.871772 1.648881 -0.801595 0.0 -0.1 0.0 -0.130
C -3.443490 2.252868 -2.124414 0.0 0.0 0.0 -0.375
C -3.728568 1.299773 -3.287524 0.0 0.0 0.0 -0.053
C -4.109513 3.609829 -2.357594 0.0 0.0 0.0 -0.054
C -2.963558 1.362292 0.227625 0.0 0.0 0.0 -0.124
N -1.581182 1.649273 0.043998 0.0 0.1 -0.3 0.048
B -0.496676 0.752399 -0.234447 0.0 -0.1 0.0 -0.524
N 0.633539 1.589496 -0.509742 -0.1 0.1 -0.2 0.042
C 0.223949 2.919385 -0.364238 0.0 0.0 0.0 -0.068
C -1.084256 2.957996 -0.057235 0.0 0.0 0.1 -0.056
C 1.976571 1.230523 -0.841780 0.0 0.0 0.1 -0.099
C 2.313766 0.841733 -2.147738 0.1 0.1 0.0 -0.115
C 3.644785 0.518699 -2.403862 0.0 0.0 0.0 -0.046
C 4.617743 0.603742 -1.424535 0.0 0.0 0.0 -0.087
C 4.266692 1.000632 -0.147247 0.0 0.0 0.0 -0.041
C 2.946806 1.305000 0.169912 0.0 -0.1 0.0 -0.121
C 2.604873 1.721182 1.588459 0.0 0.0 0.0 -0.359
C 3.144818 3.123226 1.884241 0.0 0.0 0.0 -0.054
C 3.135712 0.720262 2.616570 0.1 0.0 0.0 -0.067
C 1.368797 0.758985 -3.338523 -0.1 0.0 0.0 -0.350
C 0.336614 1.880687 -3.459051 0.0 0.0 0.0 -0.052
C 0.684788 -0.607033 -3.427046 0.0 0.0 0.0 -0.056
H -1.912330 1.495519 4.454633 0.0 0.0 0.0 0.079
H -3.650971 1.496306 4.120836 0.0 0.0 0.0 0.081
H -2.583402 2.603713 3.250471 0.0 0.0 0.0 0.081
H -1.415565 0.630060 2.232397 0.0 0.0 0.0 0.105
H -3.604660 -1.078056 3.503914 0.0 0.0 0.0 0.075
H -1.942057 -0.966011 4.061936 0.0 0.0 0.0 0.052
H -2.278647 -1.642835 2.474540 -0.1 0.0 0.0 0.067
H -5.089256 0.030106 2.494789 0.0 0.0 0.0 0.109
H -6.695242 0.497434 0.693292 0.0 0.0 0.0 0.104
H -5.924054 1.538354 -1.402392 0.0 0.0 0.0 0.111
H -2.369505 2.418231 -2.097298 0.1 0.0 0.1 0.098
H -4.801159 1.186760 -3.457714 0.0 0.0 0.0 0.077
H -3.312735 0.307636 -3.096960 0.0 0.0 0.0 0.070
H -3.280435 1.678282 -4.207831 0.0 0.0 0.0 0.081
H -5.193026 3.508640 -2.446851 0.0 0.0 0.0 0.075
H -3.737573 4.063830 -3.277795 0.0 0.0 0.0 0.081
H -3.906206 4.296244 -1.534305 0.0 0.0 0.0 0.079
H 0.908331 3.739980 -0.503256 0.0 0.0 0.0 0.126
H -1.713475 3.814217 0.122811 0.0 0.0 0.0 0.126
H 3.921014 0.220897 -3.409230 0.0 0.0 0.0 0.115
H 5.649425 0.373407 -1.661367 0.0 0.0 0.0 0.106
H 5.028253 1.078037 0.618986 0.0 0.0 0.0 0.110
H 1.519032 1.741679 1.685366 0.0 0.0 0.0 0.125
H 4.236666 3.133816 1.844329 0.0 0.0 0.0 0.078
H 2.839239 3.446297 2.880825 0.0 0.0 0.0 0.080
H 2.778931 3.856920 1.164123 0.0 0.0 0.0 0.069
H 4.226600 0.666032 2.596365 0.0 0.0 0.0 0.073
H 2.723803 -0.270675 2.434204 0.1 0.1 0.0 0.043
H 2.834857 1.024266 3.620846 0.0 0.0 0.0 0.078
H 2.020446 0.844868 -4.213049 0.0 0.0 0.0 0.125
H -0.540241 1.684487 -2.844414 0.0 0.0 0.1 0.052
H 0.005187 1.952022 -4.497305 0.0 0.0 0.0 0.083
H 0.743241 2.849799 -3.168282 0.0 0.0 0.0 0.084
H 0.088216 -0.797971 -2.531134 0.0 0.0 0.0 0.040
H 1.407272 -1.419155 -3.506686 0.0 0.0 0.0 0.077
H 0.021872 -0.639560 -4.295849 0.0 0.0 0.0 0.082
```
Forces are in eV/Å.

Calculated values
**Kohn-Sham gap**: 0.29742 hartree
**LUMO level**: 0.46 eV
**ΔE to the lowest compared entry with this formula, charge and spin**: 0.6608 eV
**Total charge**: 0
**Strongest force on any atom**: 0.5 eV/A
**E**: -3164.887726 Eh

=====

DFT (ωB97M-V with the def2-TZVPD basis set) results for C18H36N2O2 in the gas phase.

XYZ file:
```
58
Properties=species:S:1:pos:R:3:forces:R:3:lowdin_charge:R:1
C -4.457323 -1.480993 -2.145177 -0.1 0.2 0.1 -0.109
C -4.272431 -0.415619 -1.071251 0.1 -0.3 0.1 -0.255
C -3.322734 -0.902168 0.021806 -0.1 0.3 -0.1 -0.160
C -2.930558 0.171065 1.052932 0.1 -0.5 0.2 -0.536
C -4.153371 0.733975 1.776089 0.2 0.0 -0.2 -0.032
C -1.964696 -0.436147 2.076895 -0.1 0.1 -0.2 -0.023
N -2.271807 1.291670 0.377583 -0.3 0.1 0.2 0.130
C -1.159584 1.222223 -0.374243 -0.2 0.8 -0.2 -0.476
O -0.553818 0.189124 -0.605707 0.2 -0.5 -0.1 0.036
C -0.668746 2.561857 -0.893178 0.1 -0.2 0.1 -0.092
C 0.468780 3.079009 0.011222 0.1 0.2 -0.1 -0.176
C 1.688345 3.555210 -0.778278 0.0 -0.1 0.1 -0.191
C 2.436271 2.405629 -1.459860 0.1 0.2 0.2 -0.102
C 3.042924 1.478044 -0.409369 -0.3 0.1 -0.6 -0.500
O 4.019440 1.810759 0.236593 0.2 0.2 0.3 0.052
N 2.406532 0.297379 -0.295033 -0.2 -0.4 0.0 0.126
C 2.722631 -0.741714 0.684642 0.1 -0.1 0.5 -0.529
C 4.205884 -1.103813 0.603895 -0.1 0.1 0.0 -0.027
C 2.399560 -0.219452 2.091601 0.1 0.0 -0.2 -0.021
C 1.818552 -1.944193 0.367715 0.0 0.2 -0.3 -0.153
C 2.044607 -2.578465 -1.012460 0.0 -0.2 0.2 -0.245
C 2.876525 -3.855475 -0.958658 -0.1 0.2 -0.1 -0.111
H -5.138751 -1.132223 -2.917806 -0.1 -0.1 -0.1 0.068
H -3.503690 -1.720565 -2.609678 0.1 -0.1 -0.1 0.073
H -4.865830 -2.391629 -1.712458 0.0 -0.1 0.0 0.072
H -5.246358 -0.169980 -0.643451 0.0 0.1 0.0 0.102
H -3.865396 0.488391 -1.530220 -0.1 0.1 0.0 0.108
H -2.405659 -1.259264 -0.448361 0.0 -0.1 0.1 0.109
H -3.777546 -1.740563 0.551896 0.0 -0.1 0.1 0.126
H -4.804070 1.267135 1.087327 -0.1 0.1 -0.1 0.079
H -3.844132 1.418769 2.563686 0.0 0.1 0.1 0.086
H -4.720305 -0.073972 2.229937 -0.1 -0.1 0.0 0.093
H -1.640880 0.321370 2.787978 0.0 0.1 0.1 0.088
H -1.091117 -0.835411 1.570294 0.1 -0.1 0.0 0.059
H -2.450432 -1.241239 2.620834 -0.1 -0.1 0.1 0.088
H -2.678045 2.199813 0.534392 0.1 0.0 -0.1 0.141
H -0.292738 2.403720 -1.904171 -0.1 -0.1 0.0 0.115
H -1.483051 3.285163 -0.944929 0.0 0.0 -0.1 0.113
H 0.097660 3.901131 0.626272 0.0 -0.1 0.1 0.112
H 0.787744 2.284978 0.689738 0.0 0.0 0.1 0.106
H 1.376806 4.287617 -1.527269 0.0 0.0 0.0 0.114
H 2.380521 4.046499 -0.091634 0.0 0.1 -0.1 0.116
H 1.779463 1.847020 -2.126519 0.0 0.0 -0.1 0.106
H 3.257932 2.821456 -2.045317 0.0 -0.1 0.0 0.122
H 1.488978 0.204330 -0.716715 0.1 0.2 -0.1 0.105
H 4.476155 -1.390757 -0.408227 0.1 -0.1 -0.1 0.083
H 4.806417 -0.243402 0.883585 0.1 0.0 0.0 0.074
H 4.423767 -1.925332 1.281459 0.0 -0.2 0.1 0.088
H 1.343597 0.034341 2.167940 -0.1 0.0 0.0 0.070
H 2.632321 -0.971087 2.841211 0.0 -0.1 0.1 0.084
H 2.991517 0.670072 2.291443 0.0 0.1 0.1 0.081
H 0.786753 -1.593502 0.425501 0.0 0.0 0.1 0.084
H 1.955725 -2.698679 1.143794 0.0 0.0 0.1 0.122
H 2.526584 -1.854833 -1.671663 0.0 0.0 -0.1 0.102
H 1.075434 -2.818710 -1.454133 0.0 0.1 -0.1 0.105
H 3.007532 -4.263758 -1.958911 0.1 -0.1 -0.1 0.068
H 2.378966 -4.606658 -0.348160 0.0 -0.1 0.1 0.071
H 3.859149 -3.668143 -0.535408 0.1 0.0 0.1 0.059
```
Forces are in eV/Å.

Calculated values
**Kohn-Sham gap**: 0.35419 hartree
**SMILES**: CCCC(C)(C)NC(=O)CCCCC(=O)NC(C)(C)CCC
**LUMO level**: 0.61 eV
**ΔE to the lowest compared entry with this formula, charge and spin**: 0.0775 eV
**Total charge**: 0
**Strongest force on any atom**: 0.9 eV/A
**E**: -967.525871 Eh

=====

The highest Kohn-Sham gap belongs to which entry? C18H36N2O2